Entry from OMol25: 2 unconnected molecules or ions with the total composition C4H15N3 (wB97M-V/def2-TZVPD).

The total energy comes out at -8861.4076 eV. As for the energy relative to the best compared isomer or geometry (same formula, charge and spin): 0.00 kJ/mol. The orbital gap is 10.27 eV. For the HOMO energy, the calculation gives -0.345 Eh. The calculation puts the largest force on an atom at 0.023 Eh/bohr.

Last column: Löwdin charge in e.
Atoms and positions in Å:
C  -0.327  1.002  -1.787  -0.077
C  -1.697  0.750  -1.150  -0.510
C  -1.977  -0.745  -1.068  -0.081
N  -1.843  1.342  0.182  0.025
H  -0.302  0.639  -2.819  0.078
H  -0.157  2.077  -1.883  0.073
H  0.478  0.518  -1.238  0.047
H  -2.459  1.204  -1.787  0.127
H  -2.908  -0.987  -0.563  0.075
H  -2.063  -1.118  -2.094  0.079
H  -1.208  -1.370  -0.608  0.056
H  -1.651  2.336  0.194  0.066
H  -1.203  0.867  0.801  0.049
N  1.504  -1.733  0.480  0.001
C  2.388  -0.854  1.274  -0.383
N  1.862  0.249  2.046  -0.008
H  0.776  -2.072  1.109  0.058
H  1.029  -1.126  -0.182  0.011
H  2.948  -1.529  1.923  0.098
H  3.135  -0.447  0.591  0.104
H  1.552  0.998  1.428  0.051
H  1.008  0.000  2.549  0.061